[1]
The following is a DFT calculation (ωB97M-V with the def2-TZVPD basis set) of C37H52N3OP2SW as an isolated structure in a non-equilibrium geometry.

Output
LUMO (spin up / spin down) in eV: -9.43 / -9.04
Kohn-Sham gap (spin up / spin down) in eV: 6.541 / 7.140
Energy above the lowest of the compared OMol25 structures with the same formula, charge and spin in kcal per mole: 36.7
<S²>: 2.04

Structure (ORCA input):
```
! RIJCOSX wB97M-V def2-TZVPD def2/J DEFGRID3
* xyz 3 3
C 3.8407 3.0476 0.7903
H 0.0022 -4.2623 -3.3415
H -2.7700 -4.1224 1.8536
C 1.0921 2.7659 0.5514
C 0.1490 -2.4027 -2.2773
H 1.0984 4.8205 -0.1152
H -2.5687 4.9436 0.9181
H 2.8492 0.6860 3.2614
H -3.2950 -0.2101 0.4502
C -1.1973 2.5255 2.3081
C 2.3629 -0.2727 3.1585
C 3.8257 -2.6715 -2.5607
H -1.6065 0.1124 2.3276
C -0.7868 -0.5444 -3.2713
C -2.2235 -1.5472 3.5074
H -2.8253 -2.4497 3.4360
C -2.1758 0.7326 -5.3116
O 2.1535 -0.0471 -1.4574
C 4.2286 -3.0128 -1.1286
H 0.4494 3.8214 2.9889
C -1.2990 -3.2748 0.5011
H -2.7279 1.2456 -6.0871
H 0.7207 -2.8175 -1.4584
H -3.1961 3.7664 -1.8764
H -0.8134 3.8456 -1.3130
C 1.4343 -0.5056 2.1597
N 0.0953 1.5019 -2.3883
C -1.0944 -2.6874 -4.2959
C -1.5304 3.6600 -0.5061
H -3.1843 1.7382 1.7400
C -2.7171 2.3963 2.4726
H 3.5319 5.0689 0.1143
H -2.5914 -1.2116 -6.0784
C 0.7174 -1.7038 2.1159
H 5.3156 -3.0713 -1.0578
C 1.6949 3.9792 0.2130
H -2.6990 2.1033 -1.5520
C 3.7195 -1.8695 -0.2369
C -3.3741 -0.6997 1.4230
H -4.0417 -0.0972 2.0400
H -1.4255 2.5733 -4.4346
C -1.7891 5.0168 0.1627
C -2.0374 -0.8716 2.1434
C -1.4582 1.4923 -4.3513
H 3.4085 -1.1222 4.8221
H -3.8673 -1.6591 1.2780
C -1.7078 -4.2366 1.6379
C 1.8828 1.6833 0.9639
H -1.1731 -4.1114 2.5735
W 0.0774 0.2268 -0.5083
C 3.0636 4.1207 0.3427
H -2.1409 5.7137 -0.5991
C 4.1969 -1.2045 -2.7265
H 3.8380 -3.9706 -0.7876
P -0.6819 2.4286 0.5533
H -0.0864 2.4999 -2.3478
H -3.1966 3.3711 2.3993
H -1.4990 -3.3112 -5.0851
H -3.5993 3.0152 -0.3423
C -0.6356 3.7445 3.0498
H 2.7512 -2.7942 -2.7085
C 2.6755 -1.2991 4.0458
H 4.3321 -3.2936 -3.2966
H 4.9120 3.1700 0.8873
H 3.8862 0.9980 1.3943
H -1.2800 -1.7935 3.9962
H 5.2814 -1.0611 -2.7416
H -0.7124 1.6461 2.7397
H 4.3338 -1.6762 0.6417
H -2.4341 -2.3811 -1.2061
P -0.7460 -1.6153 1.0568
H 3.7660 -0.6694 -3.5719
C -0.7788 0.8564 -3.3629
C -0.2759 -3.2176 -3.3361
H -2.4494 -4.1405 -1.1157
H 2.3360 -3.3427 4.6053
H 0.5521 -3.6796 2.9552
H -2.7571 -0.8580 4.1650
H -0.8960 3.6348 4.1041
H -3.4108 -3.1942 -0.0055
H -0.9055 5.4544 0.6231
H -1.5529 -5.2613 1.2980
C -2.1092 -0.6315 -5.3019
H -0.4098 -3.6844 0.0156
N 1.1636 0.4494 1.1152
H -1.0742 4.6781 2.7084
N -0.1382 -1.1192 -2.2027
C 1.0648 -2.7291 2.9891
C -2.8227 3.0922 -1.1044
S 3.6541 -0.3576 -1.2432
H 1.0704 1.3743 -2.6744
H 2.6841 -1.9951 0.0940
C 3.2634 1.8273 1.0896
C 2.0669 -2.5384 3.9344
C -2.4552 -3.2262 -0.5216
H -2.9452 2.0011 3.4631
C -1.3729 -1.3014 -4.2897
*
```

=====

[2]
The following is a DFT calculation (ωB97M-V with the def2-TZVPD basis set) of one molecule with the formula C19H20N2O3.

Output
LUMO in eV: 0.34
Kohn-Sham gap in eV: 8.820
Energy above the lowest of the compared OMol25 structures with the same formula, charge and spin in kcal per mole: 9.7
SMILES: Nc1cccc(C(=O)OCC(=O)N[C@H]2CCCc3ccccc32)c1

Structure (ORCA input):
```
! RIJCOSX wB97M-V def2-TZVPD def2/J DEFGRID3
* xyz 0 1
C 0.9190 1.3192 1.8665
H -0.9441 3.8810 4.0725
H 1.0473 4.5706 2.7880
C 1.7444 -0.9760 1.9840
H -1.4441 -0.7182 3.2074
C -0.8750 1.8589 3.3786
H -3.7297 -1.8499 -0.5907
C -0.7440 -0.4622 2.4063
N 2.2718 -2.0140 -4.6761
C 1.3655 2.6289 1.9503
H -0.8688 1.2699 -2.0396
C -2.7968 -0.9043 1.0934
N -1.5394 -0.4498 1.1878
H -1.0963 -0.0661 0.3672
C -0.2096 0.9336 2.5891
O -3.4552 -1.3241 2.0188
H -4.1917 -0.1382 -0.3679
H -1.7506 1.5525 3.9321
C 0.8503 1.0815 -3.3076
H 0.4018 -2.1039 3.2302
C -0.2293 0.5984 -2.5898
C 1.6669 0.2245 -4.0197
H 2.8680 -1.6272 -5.3881
C 0.3372 -1.6385 -3.3000
C 0.6938 3.5515 2.7338
O -2.4038 -0.4150 -1.2826
C -3.3643 -0.8495 -0.3351
H 1.1352 0.0169 0.1618
C 0.3569 -1.5403 2.2982
H 1.9320 -2.9443 -4.8530
H 2.2430 -0.6886 2.9127
C -0.4849 -0.7721 -2.5906
C 1.6534 0.2638 1.0938
H 2.6514 0.6170 0.8282
H 0.1208 -2.6961 -3.2770
O -1.7523 -2.5422 -1.6239
H 0.0563 -2.2363 1.5119
C -1.5936 -1.3610 -1.8071
H 2.5064 0.6134 -4.5779
H 2.3505 -1.7450 1.5031
H 2.2450 2.9271 1.3972
C -0.4234 3.1652 3.4542
C 1.4223 -1.1524 -4.0272
H 1.0577 2.1412 -3.3133
*
```

=====

[3]
The following is a DFT calculation (ωB97M-V with the def2-TZVPD basis set) of one molecule with the formula C8H15N in a non-equilibrium geometry.

Output
LUMO in eV: 0.88
Kohn-Sham gap in eV: 9.597
Energy above the lowest of the compared OMol25 structures with the same formula, charge and spin in kcal per mole: 27.8
SMILES: C=C(C)/C(C)=C(\C)CN

Structure (ORCA input):
```
! RIJCOSX wB97M-V def2-TZVPD def2/J DEFGRID3
* xyz 0 1
H 3.2651 0.1749 -1.3016
H 3.0904 1.7266 0.5560
H -1.3272 0.9832 -1.7878
H -1.3829 2.0492 -0.3434
H 1.3457 -1.3408 1.3781
H 2.2887 -1.2393 -0.8895
C 2.0213 1.5417 0.5810
C -0.5555 -0.6292 0.5009
H -2.1441 -2.0379 0.2682
C 0.2937 -1.6201 1.2866
H -2.2723 -1.0361 1.7053
C -0.7395 1.4440 -0.9894
H 0.2522 -2.6043 0.8070
C -2.0229 -1.0122 0.6375
H -0.0878 -1.7190 2.3089
C 2.2374 -0.1916 -1.2032
N -3.0313 -0.2006 -0.0112
H 1.4338 2.1334 1.2769
H -2.8755 -0.2008 -1.0148
H -2.9619 0.7570 0.3210
H -0.0584 2.1452 -1.4875
H 1.7791 -0.1516 -2.1969
C 1.4502 0.6249 -0.2160
C 0.0016 0.4035 -0.1859
*
```

=====

[4]
The following is a DFT calculation (ωB97M-V with the def2-TZVPD basis set) of a 2-piece molecular cluster, C4H10N2O3 overall in a non-equilibrium geometry.

Output
LUMO in eV: 0.50
Kohn-Sham gap in eV: 10.481
Energy above the lowest of the compared OMol25 structures with the same formula, charge and spin in kcal per mole: 32.8
SMILES: CNC(=O)CNC=O.O

Structure (ORCA input):
```
! RIJCOSX wB97M-V def2-TZVPD def2/J DEFGRID3
* xyz 0 1
C 0.1878 -1.3921 0.1098
H -0.0135 0.3740 -1.9421
H -0.1022 -1.9055 -0.8056
H -3.2181 -1.1132 -0.3856
H 0.8378 2.9824 0.7307
N 1.0452 -0.2275 -0.2154
H -3.1734 0.6149 -0.7721
C -2.5708 -0.2466 -0.5429
H 2.0313 -0.2646 0.0170
O -0.5706 -0.9795 2.2836
C 0.9942 0.1366 -1.5699
O 1.9837 0.3011 -2.2324
H 1.7148 1.7839 0.3821
C -0.8521 -0.8822 1.1089
H -2.0660 0.6505 1.3625
H -1.9430 -0.4356 -1.4138
H 0.7925 -2.1148 0.6582
N -1.8021 -0.0076 0.6681
O 1.7148 2.7469 0.4220
*
```

=====

[5]
The following is a DFT calculation (ωB97M-V with the def2-TZVPD basis set) of a 2-piece molecular cluster, C3H9N2S overall in a non-equilibrium geometry.

Output
LUMO in eV: -3.97
Kohn-Sham gap in eV: 9.746
Energy above the lowest of the compared OMol25 structures with the same formula, charge and spin in kcal per mole: 64.8

Structure (ORCA input):
```
! RIJCOSX wB97M-V def2-TZVPD def2/J DEFGRID3
* xyz 1 1
H 1.1906 2.5354 0.1970
H -0.5805 0.1645 0.6287
H 1.3786 -1.0939 1.0795
N 0.3195 1.9556 0.4048
H -0.3353 -1.0686 -2.0755
H 2.2724 0.2434 0.7597
C 0.3890 0.6537 0.6880
S -1.1309 2.7589 0.1353
H -1.2361 -2.6949 0.5102
C -1.0101 -1.3946 -1.2953
H -1.8976 -0.7973 -1.3123
H 0.2635 -2.7059 -0.4885
N 1.4070 -0.1496 0.8303
H -0.3341 3.8703 0.3882
C -0.6962 -2.2770 -0.4500
*
```

=====

[6]
The following is a DFT calculation (ωB97M-V with the def2-TZVPD basis set) of C7H14 as an isolated structure.

Output
LUMO in eV: 1.14
Kohn-Sham gap in eV: 7.998
Energy above the lowest of the compared OMol25 structures with the same formula, charge and spin in kcal per mole: 135.1

Structure (ORCA input):
```
! RIJCOSX wB97M-V def2-TZVPD def2/J DEFGRID3
* xyz 0 1
C 2.6479 -0.2903 0.0868
H -2.1814 -2.0282 -0.8531
C 1.9512 0.7956 -0.6822
H -3.3385 -1.2217 0.3785
C -2.3683 -1.2671 -0.1023
H -2.0060 0.0354 -0.6106
C 0.1281 -0.9088 0.1288
H -1.4684 0.0954 1.2894
H 2.8120 -1.2419 -0.4138
H -0.6704 1.9768 -0.0492
H 0.2155 -1.2850 -0.8990
H 1.0969 0.6448 1.3474
H 1.6472 0.5786 -1.7034
H 3.4357 -0.0119 0.7802
C 1.2319 0.0810 0.4246
C -1.2907 -0.4495 0.3634
H 0.2305 -1.7883 0.7832
C -1.2739 1.3789 -0.7341
H -2.2562 1.8575 -0.8642
H 2.2590 1.8249 -0.5199
H -0.7631 1.2769 -1.6980
*
```

=====

[7]
The following is a DFT calculation (ωB97M-V with the def2-TZVPD basis set) of a 2-piece molecular cluster, C7H9Cl2N5OP overall in a non-equilibrium geometry.

Output
LUMO in eV: -5.33
Kohn-Sham gap in eV: 7.143

Structure (ORCA input):
```
! RIJCOSX wB97M-V def2-TZVPD def2/J DEFGRID3
* xyz 1 1
C 0.7771 -0.1437 -1.4303
N 1.9352 1.9250 -1.8856
H 0.1116 -0.7063 -0.7855
H 3.1073 1.9729 -3.5819
C 2.1686 0.0420 -3.3780
C -1.9303 0.2159 1.3951
C 0.0503 -0.8702 1.8871
P -3.7161 0.4253 0.7466
H -4.1206 -1.7142 1.3518
N 0.9099 -1.9399 1.9354
H 0.7120 1.6578 -0.2465
O -4.2676 -1.2379 0.4651
C 1.1107 1.1672 -1.1296
H 1.0780 -1.7383 -2.8470
H -1.3098 2.2307 2.3118
N -1.2762 -1.1702 1.2206
H 1.5182 -2.1931 1.1098
Cl 1.5402 1.2750 3.1312
C 2.4460 1.3438 -2.9927
H 2.6056 -0.3730 -4.2791
N 0.1630 0.5596 2.3689
N -1.0405 1.2317 2.1022
C 1.3176 -0.7137 -2.5781
H 0.9307 -2.5808 2.7760
Cl -4.8209 1.3345 2.3328
*
```

=====

[8]
The following is a DFT calculation (ωB97M-V with the def2-TZVPD basis set) of C23H20I2IrN2S as an isolated structure.

Output
LUMO (spin up / spin down) in eV: -3.41 / -5.72
Kohn-Sham gap (spin up / spin down) in eV: 5.536 / 4.962
<S²>: 6.05

Structure (ORCA input):
```
! RIJCOSX wB97M-V def2-TZVPD def2/J DEFGRID3
* xyz 1 5
S 1.1014 1.9026 0.5111
N -1.3003 0.1527 2.3991
C 0.9022 1.5042 -2.2135
N -0.3123 0.9263 -2.0099
H 0.9363 -3.7631 3.3329
C -2.3089 -0.2369 -2.7973
H 0.3228 -1.6796 -1.8278
H -0.9845 -0.0868 -5.1315
H 2.6018 -2.4067 2.4892
H 3.1332 2.2837 -4.6843
H 4.3401 3.2757 -2.7723
H -0.4941 -4.2225 5.2716
C -1.0939 -1.0790 3.1178
H 3.8447 -2.6590 0.3779
H -4.5403 4.1203 1.0686
I -3.2800 3.2238 3.2467
I -3.0509 2.3144 -0.2148
C 0.8292 -1.7828 -0.8737
H 3.3891 3.1091 -0.4964
C -3.5052 3.8456 1.2257
C 0.7712 0.9901 -4.5723
C 0.1608 -1.4733 0.3215
H -0.6069 0.8315 2.6955
H -3.0928 0.5012 -2.9894
C -0.9647 0.3782 -3.0351
C 2.8042 -2.3621 0.3562
C 3.3902 2.7814 -2.6229
C -1.7370 -2.5037 4.9543
C -1.9364 -1.3728 4.1809
C 2.7186 2.2284 -3.6854
H -2.8367 4.6760 1.0421
H -2.7537 -0.6986 4.4136
H -2.4760 -1.0789 -3.4673
H -2.2047 0.5318 2.6568
H -2.4065 -0.5859 -1.7677
H 1.1927 1.0171 -5.5695
H -2.4093 -2.7238 5.7724
H 2.6738 -2.3829 -1.7913
C 2.8549 2.6945 -1.3405
C 0.7685 -1.8162 1.5502
C 1.6374 2.0536 -1.1119
C -0.6720 -3.3423 4.6686
Ir -0.8181 0.3547 0.1011
C 0.1501 -3.0659 3.5906
C 1.4752 1.5815 -3.5036
C -0.4281 0.3867 -4.3342
C 2.1544 -2.1923 -0.8603
C 2.1067 -2.2066 1.5464
C -0.0465 -1.9429 2.7822
*
```

=====

| no. | E_tot (Ha) |
| --- | --- |
| 1 | -2827.7440 |
| 2 | -1071.3125 |
| 3 | -368.5284 |
| 4 | -493.6328 |
| 5 | -627.0668 |
| 6 | -274.9010 |
| 7 | -1882.4763 |
| 8 | -2095.5568 |